(1)
40
Properties=species:S:1:pos:R:3:lowdin_charge:R:1 method="wB97M-V/def2-TZVPD" homo_lumo_gap_ev=5.78 total_charge=-2 e_tot_ev=-178931.754 de_lowest_ev=0.193
Tl -2.13591 1.26858 1.42094 0.639
Cl -3.12099 -2.14133 3.15728 0.574
C -1.79077 -2.43187 2.03766 -0.716
C -1.51732 -1.41943 1.08202 -0.188
C -0.37893 -1.59762 0.43387 -0.264
Cl 0.58927 1.84138 1.16120 -0.423
C 0.69145 -2.57587 0.71576 -0.239
Cl 2.88383 -1.08976 0.11806 0.763
C 0.14624 -3.83371 1.45262 -0.636
Cl 0.51833 -5.49134 0.96457 0.698
C -1.18393 -3.64848 2.06472 -0.710
Cl -1.82714 -4.98461 2.97769 0.591
Br 5.06287 -4.79769 1.97640 0.672
C 3.39205 -4.09910 1.31254 -0.685
C 3.22395 -4.31298 -0.11701 -0.203
C 2.45546 -3.56590 -0.90786 -0.076
C 1.70272 -2.39086 -0.40730 -0.542
C 1.24641 -2.95688 2.06888 -0.149
C 2.62197 -3.46765 2.20489 -0.137
C 0.89269 -1.62176 -1.45152 -0.513
O 1.16727 -1.51492 -2.61224 0.124
O -0.16076 -1.06117 -0.85920 0.099
H 3.78335 -5.13233 -0.55002 0.089
H 2.36942 -3.78258 -1.96567 0.123
H 0.89224 -2.38084 2.91432 0.161
H 3.02407 -3.36393 3.20418 0.098
Cl 0.81623 7.51878 -2.16175 0.576
C -0.42900 6.30680 -1.89061 -0.677
C -0.07616 5.06894 -1.38504 -0.102
C -1.07162 4.12191 -1.17556 -0.026
C -2.40081 4.40846 -1.46732 -0.124
C -2.72512 5.66336 -1.96891 -0.037
C -1.74581 6.62318 -2.18435 -0.133
C -3.50766 3.37260 -1.23051 -0.665
O -4.64802 3.68596 -1.61027 -0.038
O -3.14026 2.30572 -0.66491 -0.255
H 0.95419 4.84594 -1.14027 0.101
H -0.81542 3.15959 -0.75312 0.037
H -3.76435 5.86815 -2.19259 0.106
H -1.99403 7.60325 -2.57158 0.087

---

(2)
34
Properties=species:S:1:pos:R:3:lowdin_charge:R:1 method="wB97M-V/def2-TZVPD" spin_multiplicity=2 homo_lumo_gap_ev="4.00 / 8.37" total_charge=-1 e_tot_ev=-24358.164
N 20.30195 -12.10482 -20.84850 0.082
H 19.73464 -11.91871 -20.03387 0.000
H 21.12124 -12.52389 -20.43229 -0.022
H 20.66451 -11.27784 -21.30101 0.015
H 19.84828 -12.74655 -21.48290 -0.109
I 17.96861 -13.74375 -23.12728 -0.013
C 13.96753 -13.18942 -20.81513 -0.111
C 13.77357 -13.55798 -22.23307 -0.355
O 14.56049 -12.76927 -23.12325 -0.148
H 14.95693 -12.79639 -20.58122 0.071
H 13.83535 -14.02688 -20.13009 0.073
H 13.35606 -12.31025 -20.61198 0.070
H 12.70333 -13.55700 -22.43966 0.104
H 14.07012 -14.58663 -22.43811 0.102
H 15.47160 -13.04803 -23.00587 -0.127
C 17.13432 -8.00130 -24.82428 -0.093
C 16.94443 -9.52488 -24.98197 -0.281
O 17.77358 -10.24420 -24.01519 -0.164
H 16.45776 -7.46250 -25.48765 0.054
H 18.07191 -7.49302 -25.04940 0.066
H 16.74741 -7.67098 -23.86028 0.065
H 17.11241 -9.89091 -25.99484 0.099
H 15.96306 -9.91614 -24.71377 0.104
H 17.36946 -11.11485 -23.99863 -0.054
C 21.79448 -15.24242 -25.52664 -0.330
C 20.46315 -14.68579 -26.02154 -0.311
O 20.31448 -13.38449 -25.63431 -0.106
O 21.89496 -15.32524 -24.18490 -0.078
H 22.66655 -14.63916 -25.77897 0.110
H 22.13839 -16.23494 -25.81770 0.116
H 19.81181 -15.47085 -25.63743 0.107
H 20.34578 -14.69369 -27.10518 0.112
H 19.69990 -13.38948 -24.89683 -0.120
H 21.78440 -14.40263 -23.94370 0.071

---

(3)
65
Properties=species:S:1:pos:R:3:lowdin_charge:R:1 method="wB97M-V/def2-TZVPD" homo_lumo_gap_ev=5.77 e_tot_ev=-90906.649 de_lowest_ev=0.712
Ca -1.04053 -0.52797 0.36745 1.243
C -1.14838 2.14421 0.96186 -0.336
C -0.52443 2.35384 -0.29114 -0.281
C 0.82329 1.96403 -0.17352 -0.266
C 1.04442 1.50932 1.14388 -0.278
C -0.17587 1.60242 1.84656 -0.328
C -0.42655 1.27629 3.29094 -0.059
C 2.39067 1.14614 1.68699 -0.051
C 1.88130 2.07697 -1.22498 -0.055
C -1.15162 3.07286 -1.44482 -0.051
C -2.46165 2.71723 1.39653 -0.073
H -0.69990 2.15615 3.88351 0.078
H 0.45874 0.84748 3.76519 0.058
H -1.23747 0.55151 3.43928 0.068
H 3.03958 2.02487 1.76703 0.083
H 2.93394 0.43300 1.06005 0.060
H 2.33062 0.71707 2.69024 0.061
H 2.63031 2.83738 -0.98035 0.080
H 1.45748 2.36675 -2.18996 0.063
H 2.42882 1.14094 -1.37769 0.055
H -0.99580 4.15626 -1.39414 0.084
H -2.23308 2.91455 -1.48477 0.062
H -0.75083 2.75310 -2.40925 0.053
H -2.95355 2.10885 2.16036 0.052
H -3.15377 2.82745 0.55839 0.043
H -2.35089 3.72240 1.82153 0.086
N 2.57928 -2.66894 2.36595 0.142
C 1.43494 -2.04577 2.04258 -0.206
N 1.14847 -1.57441 0.87655 0.040
C 2.04154 -1.75856 -0.15901 -0.295
N 1.78343 -1.40500 -1.37201 0.085
N 0.47238 -0.97272 -1.50981 -0.056
C 0.24228 -0.32731 -2.58273 -0.093
C -1.14548 0.06158 -2.89846 -0.269
C -1.43374 0.59604 -4.14825 -0.019
C -2.75205 0.90080 -4.45809 -0.047
C -3.72699 0.64918 -3.51179 -0.042
C -3.34547 0.11127 -2.28753 -0.126
N -2.08991 -0.17472 -1.96911 0.057
C 3.31500 -2.43962 0.11400 -0.079
C 4.28013 -2.66055 -0.87338 -0.008
C 5.45132 -3.31531 -0.56418 -0.071
C 5.68173 -3.76575 0.73766 -0.070
C 4.74405 -3.56132 1.72668 -0.013
C 3.56300 -2.89448 1.40642 -0.172
H 2.68759 -3.02485 3.30118 0.161
H 0.71007 -1.93504 2.83991 0.116
H 1.02969 -0.09917 -3.29671 0.129
H -0.63523 0.76956 -4.85640 0.118
H -3.00593 1.31798 -5.42336 0.112
H -4.77216 0.85530 -3.69519 0.108
H -4.09150 -0.11071 -1.53363 0.054
H 4.08117 -2.30659 -1.87448 0.112
H 6.19748 -3.48416 -1.32820 0.105
H 6.60251 -4.28131 0.97464 0.108
H 4.91067 -3.90972 2.73787 0.115
Cl -6.66466 0.43410 -0.41726 0.530
C -5.43060 1.01381 0.70989 -0.991
Cl -4.34040 -0.28420 1.22637 0.595
H -5.92812 1.40840 1.58824 0.034
H -4.84729 1.78028 0.21649 0.001
Cl -1.05839 -3.93733 1.99790 0.286
C -2.18258 -2.48769 1.57650 -0.746
H -2.71415 -2.37544 2.52763 -0.081
H -2.90694 -2.99071 0.92397 -0.075